No. 1
Entry from the Open Molecules 2025 dataset: an isolated ion of composition C5H6N and charge +1 in a non-equilibrium geometry (wB97M-V/def2-TZVPD).

## Properties
multiplicity = 3
largest force on an atom = 7.64 eV/A
gap between HOMO and LUMO (alpha / beta) = 6.4 / 8.3 eV
expectation value of S² = 2.020
net charge = +1
relative energy (zero: lowest compared OMol25 entry of this formula, charge and spin) = 90.5 kcal per mole

Last column: Löwdin charge in e.
Element x y z (Å)
C 1.30 0.89 0.02  0.0141
C 1.98 0.46 1.38  0.0777
C -1.14 -0.27 -0.53  -0.1405
C -0.13 -0.09 0.35  0.0084
C 0.79 -0.03 1.34  -0.0147
N -2.22 -1.02 -0.71  0.1983
H 0.94 1.95 -0.20  0.1698
H 1.54 0.17 -0.78  0.1386
H 2.92 0.35 1.97  0.1573
H -0.96 0.34 -1.35  0.1195
H -2.45 -1.61 0.11  0.1634
H -2.57 -1.12 -1.60  0.1080



No. 2
Entry from the Open Molecules 2025 dataset: the molecule C5H6N2 in a non-equilibrium geometry (wB97M-V/def2-TZVPD).

## Properties
multiplicity = 1
largest force on an atom = 1.14 eV/A
gap between HOMO and LUMO = 10.8 eV
relative energy (zero: lowest compared OMol25 entry of this formula, charge and spin) = 55.2 kcal per mole
SMILES = N#C[C@H]1[C@H]2CCN21

Last column: Löwdin charge in e.
Element x y z (Å)
N 2.44 -0.39 1.57  0.1607
C 1.85 -0.10 0.62  -0.1760
C 1.16 0.23 -0.61  -0.2459
C -0.12 -0.41 -0.98  -0.2041
C -0.94 -0.74 0.26  -0.1088
C -0.94 0.79 0.50  -0.1525
N -0.06 1.05 -0.69  0.0135
H 1.84 0.46 -1.42  0.1438
H -0.29 -0.77 -1.99  0.1364
H -1.92 -1.16 0.06  0.1058
H -0.42 -1.35 1.00  0.1031
H -1.91 1.24 0.27  0.1116
H -0.57 1.18 1.46  0.1122



No. 3
Entry from the Open Molecules 2025 dataset: the molecule C5H6N2 in a non-equilibrium geometry (wB97M-V/def2-TZVPD).

## Properties
multiplicity = 1
largest force on an atom = 2.25 eV/A
gap between HOMO and LUMO = 7.9 eV
relative energy (zero: lowest compared OMol25 entry of this formula, charge and spin) = 89.4 kcal per mole

Last column: Löwdin charge in e.
Element x y z (Å)
C -0.71 -1.63 -0.17  -0.0510
C -0.42 0.86 -0.07  -0.0865
C 0.11 -0.36 -0.10  -0.3156
C 1.53 -0.50 -0.07  -0.1432
C -1.16 1.88 0.26  0.0069
N 2.13 1.76 -0.11  0.2175
N 2.20 0.62 0.06  -0.0921
H 2.06 -1.44 -0.04  0.1053
H -0.23 -2.36 -0.82  0.0770
H -1.71 -1.43 -0.56  0.0826
H -0.81 -2.06 0.83  0.0863
H -1.41 2.66 -0.45  0.0525
H -1.59 2.00 1.25  0.0603



No. 4
Entry from the Open Molecules 2025 dataset: the molecule C5H6N2 in a non-equilibrium geometry (wB97M-V/def2-TZVPD).

## Properties
multiplicity = 1
largest force on an atom = 7.43 eV/A
gap between HOMO and LUMO = 9.4 eV
relative energy (zero: lowest compared OMol25 entry of this formula, charge and spin) = 31.6 kcal per mole
SMILES = Nc1cccnc1

Last column: Löwdin charge in e.
Element x y z (Å)
N 2.37 0.03 -0.14  0.0524
C 0.92 0.00 0.08  -0.2459
C 0.14 1.20 -0.05  -0.0230
C -1.27 1.09 0.11  -0.1339
C -1.83 -0.06 -0.09  -0.2325
N -1.14 -1.21 -0.14  0.0514
C 0.17 -1.24 0.15  -0.0932
H 3.09 -0.56 0.21  0.0569
H 2.88 0.95 -0.05  0.0986
H 0.80 2.09 0.06  0.1047
H -1.87 2.09 0.23  0.1410
H -2.94 -0.15 -0.03  0.1186
H 0.66 -2.17 0.44  0.1049



No. 5
Entry from the Open Molecules 2025 dataset: the molecule C5H6N2 in a non-equilibrium geometry (wB97M-V/def2-TZVPD).

## Properties
multiplicity = 1
largest force on an atom = 1.33 eV/A
gap between HOMO and LUMO = 10.8 eV
relative energy (zero: lowest compared OMol25 entry of this formula, charge and spin) = 64.4 kcal per mole
SMILES = N#C[C@H]1C[C@H]2CN21

Last column: Löwdin charge in e.
Element x y z (Å)
N -2.20 1.35 0.40  0.1660
C -1.78 0.40 -0.11  -0.1841
C -0.81 -0.63 -0.50  -0.2460
C 0.39 0.02 -1.22  -0.0864
C 1.13 -0.11 0.10  -0.2316
C 0.41 0.27 1.34  -0.1197
N 0.10 -1.02 0.71  0.0308
H -1.30 -1.49 -0.96  0.1377
H 0.25 1.00 -1.68  0.1140
H 0.80 -0.68 -1.95  0.1128
H 2.19 -0.35 0.13  0.1277
H -0.40 0.99 1.36  0.0654
H 0.95 0.22 2.28  0.1133



No. 6
Entry from the Open Molecules 2025 dataset: the molecule C5H6N2 in a non-equilibrium geometry (wB97M-V/def2-TZVPD).

## Properties
multiplicity = 1
largest force on an atom = 3.85 eV/A
gap between HOMO and LUMO = 9.8 eV
relative energy (zero: lowest compared OMol25 entry of this formula, charge and spin) = 77.7 kcal per mole
SMILES = CC1=CN(C#N)C1

Last column: Löwdin charge in e.
Element x y z (Å)
C 1.98 -0.16 -0.34  -0.0396
C 0.56 -0.20 0.08  -0.2873
C -0.26 -1.13 0.47  0.1062
N -1.44 0.01 0.58  -0.0601
C -2.60 0.03 -0.01  -0.3467
N -3.56 0.04 -0.66  0.1306
C -0.44 0.96 0.14  -0.1051
H 2.20 0.66 -1.00  0.0693
H 2.23 -1.06 -0.85  0.0616
H 2.59 -0.04 0.64  0.1226
H -0.15 -2.19 0.79  0.1270
H -0.30 1.60 0.90  0.0876
H -0.81 1.49 -0.73  0.1338



No. 7
Entry from the Open Molecules 2025 dataset: a 2-piece molecular cluster, C5H6N2 overall in a non-equilibrium geometry (wB97M-V/def2-TZVPD).

## Properties
multiplicity = 1
largest force on an atom = 3.72 eV/A
gap between HOMO and LUMO (alpha / beta) = 7.8 / 7.8 eV
relative energy (zero: lowest compared OMol25 entry of this formula, charge and spin) = 157.2 kcal per mole

Last column: Löwdin charge in e.
Element x y z (Å)
C 1.08 -0.53 -0.32  -0.3501
C 0.04 -1.04 -0.68  0.0383
C 3.32 -0.06 -0.08  -0.0199
C -2.06 -0.33 -0.07  -0.1685
C -1.57 1.02 0.25  -0.0795
N 2.11 0.11 0.13  -0.0171
N -3.15 -0.88 0.14  0.1942
H 4.13 0.38 0.46  0.0674
H 3.56 -0.81 -0.79  0.0693
H -3.18 -1.84 0.04  0.0533
H -0.55 0.95 -0.11  0.0233
H -1.65 1.19 1.31  0.0923
H -2.08 1.83 -0.28  0.0970



No. 8
Entry from the Open Molecules 2025 dataset: the molecule C5H6N2 in a non-equilibrium geometry (wB97M-V/def2-TZVPD).

## Properties
multiplicity = 1
largest force on an atom = 3.92 eV/A
gap between HOMO and LUMO = 10.4 eV
relative energy (zero: lowest compared OMol25 entry of this formula, charge and spin) = 27.0 kcal per mole
SMILES = Cc1cncnc1

Last column: Löwdin charge in e.
Element x y z (Å)
C -1.91 0.04 0.02  -0.0601
C -0.38 0.05 -0.17  -0.3033
C 0.29 -1.09 -0.13  -0.1304
N 1.64 -1.20 -0.01  0.0805
C 2.27 -0.03 -0.01  -0.2365
N 1.68 1.17 -0.06  0.0726
C 0.33 1.21 -0.05  -0.0837
H -2.03 -0.86 0.78  0.0991
H -2.24 0.93 0.53  0.0544
H -2.63 -0.31 -0.94  0.1388
H -0.35 -2.00 -0.01  0.1315
H 3.45 -0.05 0.14  0.1441
H -0.11 2.14 -0.10  0.0931



No. 9
Entry from the Open Molecules 2025 dataset: a 2-piece molecular cluster, C5H6N2 overall in a non-equilibrium geometry (wB97M-V/def2-TZVPD).

## Properties
multiplicity = 1
largest force on an atom = 5.07 eV/A
gap between HOMO and LUMO = 9.3 eV
relative energy (zero: lowest compared OMol25 entry of this formula, charge and spin) = 76.9 kcal per mole
SMILES = C=CC#N.C=C=N

Last column: Löwdin charge in e.
Element x y z (Å)
C 1.82 -0.55 0.89  0.0413
C 1.14 -1.30 1.74  -0.1651
C 0.25 -0.65 2.63  -0.2281
N -0.49 -0.05 3.34  0.1424
H 2.60 -1.04 0.33  0.0766
H 1.77 0.48 0.89  0.0508
H 1.32 -2.30 1.89  0.0783
C -0.49 0.75 -1.75  -0.0451
C -1.68 1.12 -1.96  -0.2971
N -2.80 1.08 -2.44  0.1459
H -0.17 -0.18 -1.35  0.0354
H 0.41 1.29 -2.23  0.0892
H -3.68 1.34 -1.98  0.0754



No. 10
Entry from the Open Molecules 2025 dataset: the molecule C5H6N2 in a non-equilibrium geometry (wB97M-V/def2-TZVPD).

## Properties
multiplicity = 1
largest force on an atom = 1.04 eV/A
gap between HOMO and LUMO = 9.1 eV
relative energy (zero: lowest compared OMol25 entry of this formula, charge and spin) = 115.1 kcal per mole

Last column: Löwdin charge in e.
Element x y z (Å)
C 1.33 1.81 0.08  -0.0899
C -1.61 -0.70 -0.35  -0.3570
C 0.54 -1.95 0.38  -0.0607
N -0.61 -2.08 0.07  0.0870
N -2.79 -1.07 -0.48  0.1361
C -0.84 0.45 -0.31  -0.0189
C 0.38 0.67 0.00  -0.1797
H -3.41 -0.29 -0.64  0.0716
H 1.36 -2.62 0.60  0.0844
H 0.87 -0.51 0.33  0.0875
H 0.86 2.73 -0.24  0.0802
H 2.21 1.62 -0.54  0.0791
H 1.69 1.93 1.11  0.0801



No. 11
Entry from the Open Molecules 2025 dataset: the molecule C5H6N2O in a non-equilibrium geometry (wB97M-V/def2-TZVPD).

## Properties
multiplicity = 1
largest force on an atom = 6.09 eV/A
gap between HOMO and LUMO = 9.3 eV
relative energy (zero: lowest compared OMol25 entry of this formula, charge and spin) = 83.7 kcal per mole
SMILES = O=C1C=NN=CCC1

Last column: Löwdin charge in e.
Element x y z (Å)
O -0.66 -0.29 -2.23  0.0690
C -0.63 -0.21 -0.97  -0.3188
C 0.20 1.00 -0.80  -0.1046
N 1.23 1.24 -0.01  0.0322
N 1.67 0.19 0.91  0.0481
C 0.67 -0.31 1.55  -0.1879
C -0.82 -0.27 1.37  -0.1813
C -1.18 -1.05 0.08  -0.0983
H 0.24 1.72 -1.59  0.1151
H 0.94 -1.28 2.21  0.1468
H -1.46 -0.56 2.21  0.1210
H -1.02 0.79 1.21  0.1030
H -1.01 -2.05 0.18  0.0969
H -2.27 -1.29 -0.05  0.1588



No. 12
Entry from the Open Molecules 2025 dataset: a 2-piece molecular cluster, C5H6N2O overall in a non-equilibrium geometry (wB97M-V/def2-TZVPD).

## Properties
multiplicity = 1
largest force on an atom = 9.04 eV/A
gap between HOMO and LUMO = 7.9 eV
relative energy (zero: lowest compared OMol25 entry of this formula, charge and spin) = 204.4 kcal per mole

Last column: Löwdin charge in e.
Element x y z (Å)
C -0.87 -0.37 1.24  -0.3120
C -0.23 0.08 0.13  -0.3201
C -0.46 0.46 -1.21  0.0013
C 0.89 1.00 -1.77  -0.0921
C 1.14 0.10 0.24  -0.3764
H -1.86 -0.61 -0.74  0.3204
H -1.16 0.53 1.90  0.1653
H -0.15 -1.10 1.99  0.1745
H -1.41 0.25 -1.99  0.1645
H 1.13 1.74 -2.65  0.1462
H 1.40 -1.20 1.62  0.0191
N 1.83 0.77 -0.87  0.0887
N 1.94 -0.59 1.04  0.2237
O -2.18 -1.07 1.07  -0.2031



No. 13
Entry from the Open Molecules 2025 dataset: C5H6N2O as an isolated structure in a non-equilibrium geometry (wB97M-V/def2-TZVPD).

## Properties
multiplicity = 1
largest force on an atom = 8.70 eV/A
gap between HOMO and LUMO = 9.2 eV
relative energy (zero: lowest compared OMol25 entry of this formula, charge and spin) = 93.7 kcal per mole

Last column: Löwdin charge in e.
Element x y z (Å)
C 0.86 2.38 -0.80  -0.2959
C 0.24 0.17 0.05  -0.4119
C -1.66 -1.07 0.08  -0.1992
C -0.49 -1.78 0.78  -0.0317
C 0.65 -1.03 0.53  -0.0723
H -0.19 2.30 -1.02  0.1133
H 2.31 0.86 -0.43  0.3076
H -2.47 -0.92 0.87  0.1321
H -2.22 -1.73 -0.74  0.1577
H -0.35 -2.58 1.67  0.1520
H 1.49 -1.20 1.12  0.0845
N 1.09 1.28 -0.14  0.0776
N -0.95 0.09 -0.50  0.0789
O 1.68 3.24 -1.46  -0.0927



No. 14
Entry from the Open Molecules 2025 dataset: the molecule C5H6N2O in a non-equilibrium geometry (wB97M-V/def2-TZVPD).

## Properties
multiplicity = 1
largest force on an atom = 5.28 eV/A
gap between HOMO and LUMO = 8.9 eV
relative energy (zero: lowest compared OMol25 entry of this formula, charge and spin) = 18.7 kcal per mole
SMILES = CC1=NC(=O)C(C)=N1

Last column: Löwdin charge in e.
Element x y z (Å)
C 0.45 -1.93 1.68  -0.0104
C -0.10 -1.08 0.58  -0.3377
N -1.10 -1.23 -0.21  0.1572
C -1.15 -0.10 -1.05  -0.3232
O -1.97 0.08 -2.01  0.0919
C 0.00 0.77 -0.57  -0.2584
C 0.26 2.17 -1.05  -0.0068
N 0.59 0.19 0.39  0.1569
H 1.58 -1.84 1.51  0.1099
H 0.14 -2.95 1.57  0.0667
H 0.27 -1.57 2.71  0.0963
H -0.57 2.37 -1.70  0.0648
H 1.29 2.12 -1.51  0.1162
H 0.31 2.98 -0.33  0.0765



No. 15
Entry from the Open Molecules 2025 dataset: a 2-piece molecular cluster, C5H6N2O overall in a non-equilibrium geometry (wB97M-V/def2-TZVPD).

## Properties
multiplicity = 1
largest force on an atom = 7.59 eV/A
gap between HOMO and LUMO = 9.1 eV
relative energy (zero: lowest compared OMol25 entry of this formula, charge and spin) = 110.8 kcal per mole

Last column: Löwdin charge in e.
Element x y z (Å)
C -1.89 -0.70 0.00  -0.0815
C -0.41 -0.19 -0.23  -0.2634
C 0.62 -1.04 -0.14  -0.0238
C 1.23 1.56 -0.07  -0.0236
C -0.18 1.20 -0.14  -0.4032
H -2.53 0.19 0.39  0.0666
H -2.23 -1.71 1.01  0.1954
H -2.45 -0.75 -1.04  0.0921
H 0.33 -2.13 0.23  0.1506
H 2.82 -1.10 -0.57  0.2386
H 1.53 2.56 0.35  0.1306
N 2.03 -0.57 0.18  -0.0531
N 2.26 0.68 -0.04  -0.0392
O -1.13 2.00 0.05  0.0139



No. 16
Entry from the Open Molecules 2025 dataset: C5H6N2O as an isolated structure in a non-equilibrium geometry (wB97M-V/def2-TZVPD).

## Properties
multiplicity = 1
largest force on an atom = 3.79 eV/A
gap between HOMO and LUMO = 7.7 eV
relative energy (zero: lowest compared OMol25 entry of this formula, charge and spin) = 142.6 kcal per mole

Last column: Löwdin charge in e.
Element x y z (Å)
N -1.28 -1.15 -0.48  0.1270
N -0.25 1.42 -0.76  0.1551
C -0.48 -0.37 -1.33  -0.4967
C 0.07 -1.25 -0.11  -0.2355
C 0.05 1.59 0.43  -0.1406
C 0.85 -2.18 0.44  0.0142
C 0.45 2.28 1.46  0.0322
O -0.47 -0.24 -2.53  0.0487
H -1.92 -1.90 -0.69  0.1318
H -0.92 1.91 -1.35  0.1404
H 1.92 -2.03 0.51  0.0415
H 0.64 1.81 2.42  0.0593
H 0.49 -3.17 0.67  0.0500
H 0.85 3.28 1.33  0.0726



No. 17
Entry from the Open Molecules 2025 dataset: the molecule C5H6N2O in a non-equilibrium geometry (wB97M-V/def2-TZVPD).

## Properties
multiplicity = 1
largest force on an atom = 6.97 eV/A
gap between HOMO and LUMO = 8.6 eV
relative energy (zero: lowest compared OMol25 entry of this formula, charge and spin) = 133.8 kcal per mole
SMILES = C1=CC2=NNC[C@@H]2O1

Last column: Löwdin charge in e.
Element x y z (Å)
C -0.49 -0.59 1.95  -0.0404
C 0.82 -0.16 1.65  -0.0208
C 0.83 -0.03 0.27  -0.3162
N 1.74 0.43 -0.62  0.0676
N 0.96 0.23 -1.94  -0.0274
C -0.51 0.58 -1.39  -0.1738
C -0.61 -0.40 -0.23  -0.3852
O -1.37 -0.45 0.88  -0.0240
H -1.06 -1.01 2.96  0.1874
H 1.51 0.18 2.52  0.1439
H 1.06 1.21 -2.48  0.1370
H -0.95 1.35 -0.69  0.1418
H -1.32 -0.01 -2.02  0.1407
H -0.60 -1.34 -0.88  0.1695



No. 18
Entry from the Open Molecules 2025 dataset: C5H6N2O as an isolated structure in a non-equilibrium geometry (wB97M-V/def2-TZVPD).

## Properties
multiplicity = 1
largest force on an atom = 10.82 eV/A
gap between HOMO and LUMO = 10.3 eV
relative energy (zero: lowest compared OMol25 entry of this formula, charge and spin) = 109.8 kcal per mole

Last column: Löwdin charge in e.
Element x y z (Å)
C -1.67 -0.11 1.09  -0.0720
C -1.07 0.11 -0.33  -0.1799
C 1.22 -0.22 -0.76  -0.3237
C 2.29 -0.44 0.27  -0.0783
C 0.39 0.97 -0.34  -0.2501
H -2.29 -1.10 1.04  0.1055
H -2.26 0.83 1.54  0.1111
H -0.73 -0.09 1.80  0.1088
H -1.61 0.20 -1.25  0.1166
H -0.21 -1.39 -1.49  0.0993
H 1.56 0.36 -1.71  0.1978
N 0.03 -0.94 -0.63  -0.0216
N 3.43 -0.26 0.82  0.1274
O 0.92 2.09 -0.07  0.0593



No. 19
Entry from the Open Molecules 2025 dataset: C5H6N2O as an isolated structure in a non-equilibrium geometry (wB97M-V/def2-TZVPD).

## Properties
multiplicity = 1
largest force on an atom = 5.83 eV/A
gap between HOMO and LUMO = 10.2 eV
relative energy (zero: lowest compared OMol25 entry of this formula, charge and spin) = 112.3 kcal per mole

Last column: Löwdin charge in e.
Element x y z (Å)
C -0.97 0.87 -0.67  -0.1908
C 0.01 -0.08 -1.56  -0.0823
C 1.04 -1.82 0.69  0.0214
C 0.58 -1.16 1.75  -0.2190
C 0.05 0.24 0.32  -0.4251
H -1.40 2.75 -0.31  0.1491
H -2.09 0.41 -0.56  0.1918
H -0.38 -0.85 -2.23  0.1005
H 0.51 0.37 -2.41  0.1110
H 1.81 -2.63 0.50  0.1178
H 1.35 -1.35 2.63  0.1473
N 0.60 -0.75 -0.37  0.0405
N 0.01 0.08 1.55  0.1051
O -1.04 2.22 -1.13  -0.0672